ORCA calculation (ωB97M-V/def2-TZVPD) on the molecule C12H12N2S.

Cartesian coordinates (Å):
N -1.921 -5.268 -0.726
S 0.190 -3.824 2.551
C -1.134 -4.547 -0.369
C 0.503 -3.404 1.001
C -0.461 -3.346 -0.088
C -0.854 -2.214 -0.641
C -0.485 0.034 -1.473
C 0.167 -0.329 0.830
C -0.302 1.472 -1.314
C 0.573 1.054 0.989
C -0.376 -0.867 -0.377
C 0.315 1.927 -0.100
N 1.777 -2.938 0.801
C -0.684 4.153 -0.103
C 0.599 3.326 0.064
H -1.541 -2.189 -1.523
H -0.896 -0.239 -2.481
H 0.311 -1.035 1.728
H -0.377 2.232 -2.049
H 0.888 1.453 1.979
H 2.075 -2.551 -0.110
H 2.490 -3.154 1.445
H -1.488 3.573 0.352
H -0.679 5.179 0.443
H -0.982 4.277 -1.099
H 1.269 3.742 -0.695
H 1.023 3.483 0.967

Cartesian forces, eV/Å:
-2.0 -2.7 -0.9
-0.9 -0.7 0.1
0.8 1.8 0.1
2.8 0.9 1.9
0.5 -0.2 0.8
-0.3 1.1 -1.8
-1.1 3.0 -0.4
0.6 0.0 1.4
2.0 -3.2 2.6
-1.7 -1.8 -1.3
1.0 2.4 -0.1
-0.6 -2.7 -0.4
-1.1 0.3 -3.0
-0.4 1.1 2.9
-1.1 2.3 -3.0
0.4 -0.6 1.1
0.4 -0.3 1.2
-0.4 1.3 -1.5
-0.5 0.0 -1.1
0.0 -0.5 -1.0
-0.4 -0.5 0.8
0.5 -0.1 0.9
-0.2 0.2 0.2
0.2 -1.7 -1.1
-0.1 0.4 -1.5
0.4 -0.4 0.0
1.4 0.7 3.0

Values from the calculation:
Energy: -972.0908 Ha
Charge: 0
Orbital gap: 8.00 eV
Energy above the lowest of the compared OMol25 structures with the same formula, charge and spin: 49.6 kcal per mole
SMILES: CCc1ccc(/C=C(/C#N)C(N)=S)cc1
LUMO energy: -0.023 Eh